(1)
Formula: C5H10O
Source: the OMol25 dataset
Level of theory: wB97M-V/def2-TZVPD

Each line ends with the natural charge from an NBO analysis.
CARTESIAN COORDINATES (ANGSTROEM)
C (-1.55031, 0.89062, -0.58027)  -0.5990
C (-0.54212, -0.23510, -0.32617)  -0.3277
C (-0.65298, -0.76414, 1.10538)  -0.6093
C (0.85336, 0.21711, -0.77152)  0.6068
O (0.98023, 0.82807, -1.81280)  -0.5492
C (2.06885, -0.12029, 0.06428)  -0.7245
H (-1.43058, 1.29414, -1.58772)  0.2362
H (-1.40077, 1.70996, 0.13459)  0.2020
H (-2.57533, 0.52390, -0.46433)  0.2073
H (-0.77215, -1.05937, -1.01933)  0.2252
H (-0.42123, 0.01728, 1.83918)  0.2049
H (0.00541, -1.61687, 1.30281)  0.2105
H (-1.68111, -1.09337, 1.29556)  0.2170
H (2.01713, 0.39257, 1.03265)  0.2324
H (2.14426, -1.19535, 0.26374)  0.2287
H (2.95734, 0.21086, -0.47606)  0.2388

Cartesian forces, eV/Å:
C 0.0 0.0 0.0
C 0.0 0.0 0.0
C 0.0 0.0 0.1
C 0.0 0.1 -0.2
O 0.0 -0.2 0.4
C 0.1 0.0 0.0
H 0.0 -0.1 0.1
H 0.0 -0.1 -0.1
H 0.1 0.0 0.0
H 0.0 0.1 0.1
H 0.0 -0.1 -0.1
H -0.1 0.1 -0.1
H 0.2 0.1 0.0
H 0.0 -0.1 -0.1
H -0.1 0.2 0.0
H -0.1 0.0 0.1

- Charge: 0
- SMILES: CC(=O)C(C)C

=====

(2)
Formula: C4H8O2
Source: the OMol25 dataset
Level of theory: wB97M-V/def2-TZVPD

Each line ends with the natural charge from an NBO analysis.
CARTESIAN COORDINATES (ANGSTROEM)
C (-1.57780, 0.79331, -0.37901)  -0.4909
C (-2.28037, -0.32519, -0.23113)  0.1429
O (-3.43595, -0.41397, 0.50106)  -0.7088
H (-0.65222, 0.71622, -0.91423)  0.2034
H (-1.95944, 1.59315, 0.24129)  0.2206
H (-1.96588, -1.31132, -0.57166)  0.1536
H (-3.32007, -1.01799, 1.20297)  0.4780
C (2.63230, 0.80745, -0.05632)  -0.5157
C (2.18820, -0.35329, 0.41724)  0.1520
O (1.59576, -1.38165, -0.27262)  -0.7007
H (3.09400, 1.47783, 0.64901)  0.2200
H (2.62988, 0.93083, -1.13255)  0.1997
H (2.04757, -0.50822, 1.48118)  0.1683
H (1.00402, -1.00716, -0.93522)  0.4777

Cartesian forces, eV/Å:
C -1.1 -1.3 0.8
C 0.6 -0.7 0.3
O -0.5 1.7 -1.1
H 0.2 0.6 -0.2
H 0.5 0.6 -0.5
H 0.2 0.2 -0.5
H 0.2 -1.2 1.1
C 0.0 -1.4 -0.2
C -0.9 0.5 0.6
O -0.1 0.3 -0.2
H -0.1 0.4 -0.2
H 0.2 0.5 0.0
H 0.6 -0.2 0.1
H 0.2 -0.1 -0.2

- Charge: 0
- SMILES: C=CO.C=CO

=====

What are the HOMO energy values for these records? In order: -0.34951 -0.35094 Eh.
What are the relative energy (zero: lowest compared OMol25 entry of this formula, charge and spin) values for these records? In order: 6.5 288.8 kJ/mol.
What are the gap between HOMO and LUMO values for these records? In order: 10.5 10.3 eV.